ORCA calculation (wB97M-V/def2-TZVPD) on C4H7NO in the gas phase.

As for the lowest unoccupied orbital energy: 1.0 eV. The SMILES is O[C@H]1C[C@H]2N[C@@H]12. The value obtained for the orbital gap is 10.453 eV. The calculation puts the HOMO energy at -9.41 eV.

Cartesian coordinates (Å):
O -0.091 -2.031 0.504
C -0.415 -0.941 -0.304
C -1.136 0.288 0.350
C 0.042 1.147 -0.089
N 1.219 0.551 0.566
C 0.730 -0.009 -0.708
H 0.529 -1.686 1.164
H -0.974 -1.325 -1.160
H -1.273 0.219 1.432
H -2.083 0.531 -0.139
H 0.041 2.185 -0.403
H 2.030 1.133 0.360
H 1.382 -0.063 -1.574

Forces on atoms 1 to 3 (eV/Å):
O 0.205 0.013 0.201
C -0.138 0.109 -0.265
C -0.108 0.020 0.092

Atomic partial charges in e from the Löwdin method, atoms 1 to 2: O -0.019; C -0.337

---

ORCA calculation (wB97M-V/def2-TZVPD) on C18H21NO3 in the gas phase.

As for the lowest unoccupied orbital energy: 0.8 eV. The SMILES is CCc1ccc(OCCNC(=O)OCc2ccccc2)cc1. The value obtained for the orbital gap is 9.241 eV. The calculation puts the HOMO energy at -8.41 eV.

Cartesian coordinates (Å):
C 7.307 0.863 0.174
H 8.356 0.820 -0.111
H 7.001 1.906 0.223
H 7.198 0.430 1.166
C 6.444 0.103 -0.835
C 4.996 0.162 -0.441
C 4.432 -0.818 0.359
C 3.108 -0.755 0.761
C 2.316 0.315 0.365
C 2.877 1.310 -0.436
C 4.196 1.231 -0.830
H 4.611 2.010 -1.452
H 2.254 2.138 -0.735
O 1.004 0.509 0.704
C 0.308 -0.494 1.409
C -0.088 -1.667 0.499
N -0.994 -1.237 -0.537
C -2.317 -1.517 -0.485
O -2.827 -2.305 0.273
O -2.971 -0.829 -1.447
C -4.386 -1.036 -1.525
C -5.120 -0.050 -0.652
C -5.523 1.177 -1.161
C -6.163 2.095 -0.346
C -6.400 1.795 0.984
C -5.993 0.575 1.499
C -5.355 -0.344 0.685
H -5.027 -1.293 1.084
H -6.174 0.339 2.537
H -6.899 2.511 1.620
H -6.476 3.046 -0.751
H -5.335 1.413 -2.198
H -4.638 -0.894 -2.578
H -4.609 -2.062 -1.216
H -0.702 -0.468 -1.120
H -0.605 -2.431 1.083
H 0.804 -2.098 0.034
H 0.885 -0.853 2.268
H -0.596 -0.001 1.776
H 2.716 -1.545 1.382
H 5.034 -1.658 0.676
H 6.774 -0.937 -0.879
H 6.576 0.545 -1.825

Forces on atoms 1 to 3 (eV/Å):
C 0.034 -0.121 -0.193
H 0.134 0.044 0.035
H -0.002 0.108 0.047

Atomic partial charges in e from the Löwdin method, atoms 1 to 2: C -0.097; H 0.067

---

ORCA calculation (wB97M-V/def2-TZVPD) on a molecular structure, C3H4N2O at a distorted geometry.

As for the lowest unoccupied orbital energy: 0.5 eV. The value obtained for the orbital gap is 10.594 eV. The calculation puts the HOMO energy at -10.10 eV.

Cartesian coordinates (Å):
O 1.826 -0.504 -0.315
C 0.753 -0.087 -0.686
C -0.465 -0.947 -0.887
N -1.248 -0.672 0.078
C -0.545 0.393 0.818
N 0.205 1.133 -0.220
H 0.337 -0.153 1.316
H -0.597 -1.784 -1.564
H -1.227 1.000 1.423
H 0.952 1.664 0.221

Forces on atoms 1 to 3 (eV/Å):
O 0.275 0.117 -1.458
C 0.575 -0.285 0.481
C -0.225 -0.200 0.125

Atomic partial charges in e from the Löwdin method, atoms 1 to 2: O 0.094; C -0.475

---

ORCA calculation (wB97M-V/def2-TZVPD) on C7H9OP in the gas phase at a distorted geometry.

As for the spin multiplicity: 3. As for the lowest unoccupied orbital energy (alpha / beta): 0.9 / -1.9 eV. The value obtained for the orbital gap (alpha / beta) is 5.987 / 7.257 eV. The expectation value of S² is 2.020. The calculation puts the HOMO energy (alpha / beta) at -5.06 / -9.12 eV.

Cartesian coordinates (Å):
C 3.165 -0.809 0.056
C 1.976 -0.752 -0.146
C 0.678 -0.399 -0.382
C 0.220 0.797 -0.793
C -0.490 -1.603 -0.911
C 0.925 2.027 -0.359
C -2.198 0.008 0.741
O -1.054 0.856 -1.296
P -1.966 -0.530 -0.978
H 4.078 -1.244 0.182
H -0.075 -2.139 -1.774
H -0.663 -2.074 0.072
H 2.048 1.779 -0.236
H 0.632 2.362 0.557
H 0.881 2.862 -1.129
H -3.011 0.748 0.698
H -1.256 0.372 1.217
H -2.560 -0.806 1.255

Forces on atoms 1 to 3 (eV/Å):
C 0.890 -0.444 0.378
C -3.878 1.076 -0.708
C 0.664 -8.522 0.036

Atomic partial charges in e from the Löwdin method, atoms 1 to 2: C 0.150; C -0.120

---

ORCA calculation (wB97M-V/def2-TZVPD) on 2 unconnected molecules or ions with the total composition C10H16O at a distorted geometry.

As for the lowest unoccupied orbital energy: 0.9 eV. The SMILES is CCc1ccc(O)cc1.CC. The value obtained for the orbital gap is 9.255 eV. The calculation puts the HOMO energy at -8.39 eV.

Cartesian coordinates (Å):
C 0.608 0.814 -2.017
C 0.268 0.791 -3.547
C -0.196 -0.206 -1.247
C 0.397 -1.454 -1.038
C -1.348 0.141 -0.583
C -0.129 -2.310 -0.100
C -2.000 -0.767 0.271
C -1.335 -1.954 0.524
O -2.143 -2.899 1.148
H 1.690 0.760 -1.921
H 0.382 1.838 -1.700
H 1.106 1.086 -4.177
H 1.232 -1.808 -1.624
H -1.807 1.120 -0.655
H 0.215 -3.311 0.136
H -3.014 -0.695 0.633
H -1.592 -3.673 1.368
H -0.529 1.488 -3.813
H -0.128 -0.201 -3.763
C 0.548 0.803 2.592
C 1.494 2.000 2.925
H -0.364 0.917 3.166
H 0.422 0.876 1.515
H 1.007 -0.133 2.884
H 2.317 1.993 2.211
H 2.003 1.882 3.883
H 0.895 2.903 2.927

Forces on atoms 1 to 3 (eV/Å):
C -0.662 1.213 -1.615
C -0.317 -0.005 0.532
C 1.632 0.758 0.282

Atomic partial charges in e from the Löwdin method, atoms 1 to 2: C -0.205; C -0.092

---

ORCA calculation (wB97M-V/def2-TZVPD) on a molecular structure, C20H40CuF6O10 at a distorted geometry.

As for the spin multiplicity: 2. As for the lowest unoccupied orbital energy (alpha / beta): 0.7 / -0.7 eV. The value obtained for the orbital gap (alpha / beta) is 9.433 / 7.891 eV. The expectation value of S² is 0.751. The calculation puts the HOMO energy (alpha / beta) at -8.69 / -8.64 eV.

Cartesian coordinates (Å):
Cu 1.319 -0.242 -0.306
C -0.743 -1.431 -2.673
O -1.847 -0.512 -2.613
O 0.224 -1.071 -1.844
C -1.249 -2.854 -2.421
F -1.786 -3.038 -1.207
F -2.225 -3.145 -3.323
F -0.294 -3.775 -2.587
C -2.408 -0.164 -3.867
C -3.703 0.564 -3.529
H -4.079 1.091 -4.411
H -4.471 -0.192 -3.336
H -3.643 1.227 -2.672
H -2.617 -0.999 -4.532
H -1.734 0.557 -4.345
H -0.363 -1.392 -3.714
C 2.614 1.862 1.575
O 1.958 2.748 0.686
O 2.512 0.633 1.069
C 4.101 2.237 1.749
F 4.651 2.650 0.587
F 4.276 3.241 2.634
F 4.828 1.199 2.180
C 1.792 4.067 1.147
C 1.468 4.957 -0.047
H 1.302 5.965 0.340
H 2.355 5.027 -0.678
H 0.607 4.576 -0.590
H 2.679 4.497 1.621
H 1.014 4.193 1.914
H 2.143 1.886 2.575
C 1.096 -3.277 1.431
O 1.734 -2.331 0.601
C 2.863 -2.884 -0.045
C 3.824 -1.834 -0.567
O 3.108 -0.879 -1.319
C 3.792 0.229 -1.841
C 2.796 1.042 -2.627
O 1.798 1.535 -1.774
C 0.746 2.124 -2.501
H 1.825 -3.696 2.137
H 0.604 -4.082 0.882
H 0.396 -2.773 2.097
H 2.477 -3.446 -0.906
H 3.422 -3.578 0.587
H 4.644 -2.289 -1.126
H 4.230 -1.333 0.323
H 4.618 -0.073 -2.500
H 4.312 0.888 -1.135
H 2.370 0.391 -3.405
H 3.301 1.827 -3.203
H 0.255 1.405 -3.167
H 1.022 2.984 -3.118
H -0.022 2.416 -1.787
C -0.371 0.143 2.325
O -0.451 0.073 0.917
C -1.605 0.656 0.322
C -2.818 -0.233 0.397
O -3.281 -0.375 1.724
C -4.375 -1.244 1.812
C -4.618 -1.612 3.255
O -3.571 -2.385 3.781
C -3.198 -2.045 5.113
H 0.599 -0.230 2.653
H -1.167 -0.327 2.897
H -0.350 1.206 2.613
H -1.443 0.749 -0.752
H -1.734 1.679 0.699
H -2.574 -1.189 -0.075
H -3.606 0.172 -0.260
H -4.292 -2.188 1.255
H -5.255 -0.739 1.387
H -5.579 -2.142 3.322
H -4.802 -0.680 3.805
H -3.044 -3.014 5.592
H -4.020 -1.620 5.696
H -2.334 -1.383 5.101

Forces on atoms 1 to 3 (eV/Å):
Cu -0.585 0.506 0.253
C 1.031 1.178 0.058
O -0.169 -0.993 -0.090

Atomic partial charges in e from the Löwdin method, atoms 1 to 2: Cu 0.778; C -0.446

---

ORCA calculation (wB97M-V/def2-TZVPD) on a molecular structure, C16H14IN2O3PV at a distorted geometry.

As for the lowest unoccupied orbital energy: -9.0 eV. The value obtained for the orbital gap is 2.269 eV. The net charge is +1. The calculation puts the HOMO energy at -11.23 eV.

Cartesian coordinates (Å):
O 4.465 -1.423 -0.063
P 3.033 -1.775 0.283
C 1.962 -0.536 -0.613
C 2.440 0.824 -0.619
C 1.747 1.961 -1.316
N 2.354 3.201 -1.241
C 1.592 4.106 -1.896
C 0.329 3.831 -2.626
N -0.215 2.600 -2.716
C 0.508 1.651 -2.023
C -0.004 0.233 -2.019
I -1.821 -0.114 -3.132
C 0.672 -0.867 -1.339
C 0.194 -2.348 -1.334
C -1.305 -2.573 -0.855
C -1.805 -1.561 0.204
C -3.211 -1.084 0.049
C -3.868 -0.151 0.983
C -3.089 0.350 2.098
C -1.677 -0.119 2.252
C -1.044 -1.071 1.332
H 2.823 -3.092 -0.246
H 2.910 -1.709 1.699
H 3.389 1.054 -0.068
H 1.953 5.168 -1.885
H -0.178 4.684 -3.141
H 0.841 -3.028 -0.724
H 0.266 -2.739 -2.392
H -1.987 -2.609 -1.748
H -1.344 -3.598 -0.380
H -3.837 -1.461 -0.802
H -4.935 0.128 0.793
H -3.569 1.076 2.790
H -1.140 0.288 3.143
H 0.005 -1.436 1.459
O 1.558 1.601 6.767
V 1.161 0.727 5.368
O 0.829 -0.191 3.957

Forces on atoms 1 to 3 (eV/Å):
O -1.528 -0.166 0.613
P 3.491 1.052 -1.743
C -2.044 1.876 -0.889

Atomic partial charges in e from the Löwdin method, atoms 1 to 2: O -0.465; P 0.736

---

ORCA calculation (wB97M-V/def2-TZVPD) on a molecular structure, C74H53Cl5IrN5OTe.

As for the spin multiplicity: 2. As for the lowest unoccupied orbital energy (alpha / beta): 0.9 / 0.4 eV. The value obtained for the orbital gap (alpha / beta) is 4.639 / 4.160 eV. The net charge is -1. The expectation value of S² is 0.766. The calculation puts the HOMO energy (alpha / beta) at -3.76 / -3.72 eV.

Cartesian coordinates (Å):
Ir 1.236 -0.070 0.736
Cl 0.694 -1.403 -8.369
C 1.047 -1.267 -6.664
C 0.569 -2.209 -5.779
C 0.863 -2.100 -4.429
C 1.673 -1.078 -3.900
C 2.036 -0.083 -4.829
C 1.753 -0.181 -6.185
C 1.975 -0.983 -2.440
C 1.520 -2.039 -1.528
C 1.414 -3.442 -1.784
C 1.112 -4.067 -0.597
C 1.008 -3.056 0.392
C 0.652 -3.217 1.763
C 1.105 -4.440 2.507
C 0.886 -4.592 3.884
C 1.337 -5.698 4.588
C 2.049 -6.680 3.931
Cl 2.614 -8.075 4.805
C 2.356 -6.534 2.593
C 1.903 -5.421 1.904
C -0.045 -2.216 2.456
N 0.100 -0.860 2.215
C -0.690 -0.180 3.063
C -0.719 1.254 3.175
C -1.861 1.866 3.924
C -2.853 2.559 3.224
C -3.950 3.112 3.873
C -4.063 2.966 5.245
Cl -5.439 3.654 6.075
C -3.102 2.283 5.970
C -2.010 1.738 5.304
C 0.158 2.089 2.510
C 0.179 3.573 2.577
C 1.065 4.016 1.694
C 1.586 2.818 0.912
N 1.116 1.705 1.652
C 3.024 2.725 0.444
C 3.227 1.810 -0.576
C 4.112 1.862 -1.747
C 3.738 0.882 -2.582
C 2.664 0.117 -1.938
N 2.426 0.706 -0.727
C 4.108 3.506 1.077
C 5.435 3.495 0.598
C 6.441 4.256 1.165
C 6.174 5.030 2.280
Cl 7.437 6.002 2.994
C 4.921 4.988 2.851
C 3.915 4.233 2.263
C -1.442 -1.125 3.843
C -1.028 -2.377 3.486
N 1.260 -1.842 -0.216
H -0.060 -3.017 -6.134
H 0.411 -2.816 -3.769
H 2.510 0.823 -4.489
H 2.057 0.607 -6.863
H 1.621 -3.936 -2.718
H 0.910 -5.117 -0.461
H 0.387 -3.813 4.432
H 1.160 -5.783 5.652
H 2.965 -7.278 2.096
H 2.214 -5.293 0.882
H -2.768 2.648 2.145
H -4.718 3.635 3.315
H -3.204 2.182 7.043
H -1.250 1.211 5.871
H -0.438 4.164 3.239
H 1.294 5.037 1.420
H 4.840 2.624 -1.968
H 4.215 0.630 -3.515
H 5.700 2.851 -0.219
H 7.444 4.230 0.759
H 4.735 5.522 3.775
H 2.968 4.176 2.776
H -2.202 -0.874 4.568
H -1.412 -3.317 3.852
C -5.074 -4.832 -5.358
C -4.312 -3.892 -4.458
C -3.939 -4.272 -3.175
C -3.221 -3.427 -2.332
C -2.836 -3.951 -0.961
C -2.886 -2.135 -2.786
Te -1.747 -0.895 -1.390
N -0.305 0.875 -0.430
C -0.133 2.070 -0.837
O 0.743 2.980 -0.363
C -0.862 2.702 -1.986
C -0.675 2.214 -3.273
C -1.275 2.852 -4.355
C -2.072 3.970 -4.143
C -2.256 4.456 -2.852
C -1.639 3.833 -1.778
C -3.433 0.288 -0.863
C -3.929 1.183 -1.814
C -5.034 1.976 -1.540
C -5.647 1.887 -0.297
C -5.148 1.008 0.653
C -4.042 0.194 0.396
C -3.582 -0.751 1.479
C -3.227 -1.746 -4.089
C -2.874 -0.405 -4.683
C -3.937 -2.633 -4.899
H -5.588 -5.601 -4.779
H -4.401 -5.338 -6.056
H -5.816 -4.294 -5.950
H -4.206 -5.263 -2.815
H -3.135 -4.996 -0.860
H -3.319 -3.382 -0.164
H -1.760 -3.887 -0.790
H -0.042 1.343 -3.423
H -1.114 2.472 -5.358
H -2.544 4.469 -4.982
H -2.871 5.331 -2.685
H -1.764 4.218 -0.772
H -3.438 1.280 -2.774
H -5.406 2.661 -2.293
H -6.506 2.505 -0.064
H -5.621 0.945 1.627
H -3.760 -0.317 2.464
H -2.524 -0.989 1.403
H -4.139 -1.692 1.428
H -2.153 0.126 -4.071
H -3.765 0.222 -4.786
H -2.444 -0.528 -5.678
H -4.192 -2.323 -5.911
Cl 5.940 3.278 5.170
C 5.066 2.146 4.157
C 3.761 1.806 4.478
C 3.079 0.900 3.681
C 3.673 0.315 2.559
C 2.936 -0.720 1.767
C 4.978 0.699 2.254
C 5.680 1.605 3.045
H 3.288 2.248 5.347
H 2.052 0.636 3.927
H 2.578 -1.493 2.454
H 3.600 -1.200 1.042
H 5.456 0.280 1.372
H 6.699 1.882 2.801

Forces on atoms 1 to 3 (eV/Å):
Ir -0.085 -0.234 -0.205
Cl 0.006 0.017 0.038
C -0.015 0.055 -0.061

Atomic partial charges in e from the Löwdin method, atoms 1 to 2: Ir 1.354; Cl 0.623

---

ORCA calculation (wB97M-V/def2-TZVPD) on a gas-phase ion, CHClN4OP (charge -1) at a distorted geometry.

As for the lowest unoccupied orbital energy: 3.8 eV. The SMILES is [N-]=[N+]=NNC#P([O-])Cl. The value obtained for the orbital gap is 7.802 eV. The net charge is -1. The calculation puts the HOMO energy at -4.03 eV.

Cartesian coordinates (Å):
C 0.202 -0.338 -0.015
N -2.249 -0.983 -0.129
N -1.467 -1.869 -0.162
N -0.690 0.558 0.037
N -2.105 0.256 -0.049
O 2.869 -0.931 -0.174
P 1.922 -0.105 0.591
Cl 2.111 1.853 -0.268
H -0.593 1.559 0.170

Forces on atoms 1 to 3 (eV/Å):
C -2.131 -0.626 -0.173
N 0.486 -0.346 -0.125
N 1.695 0.413 0.109

Atomic partial charges in e from the Löwdin method, atoms 1 to 2: C -0.304; N -0.298

---

ORCA calculation (wB97M-V/def2-TZVPD) on a molecular structure, C6H13NOS at a distorted geometry.

As for the lowest unoccupied orbital energy: 0.4 eV. The value obtained for the orbital gap is 9.118 eV. The calculation puts the HOMO energy at -8.68 eV.

Cartesian coordinates (Å):
C 1.648 -0.326 -0.270
C 1.871 -1.591 0.650
C 0.762 -1.860 1.748
C -0.600 -1.896 1.228
N -1.709 -1.956 0.747
H 2.525 -0.259 -0.914
H 1.418 0.660 0.135
H 0.966 -0.571 -1.084
H 2.798 -1.419 1.198
H 2.078 -2.460 0.025
H 0.745 -1.000 2.418
H 1.105 -2.647 2.419
C -2.407 2.507 -0.653
S -0.559 2.283 -0.755
O -0.170 2.669 -2.207
C -0.586 0.374 -0.673
H -2.646 3.526 -0.957
H -2.808 2.268 0.332
H -2.878 1.743 -1.271
H -1.334 -0.097 -0.035
H 0.407 0.032 -0.380
H -0.628 0.021 -1.703

Forces on atoms 1 to 3 (eV/Å):
C 6.213 -3.573 -0.888
C -0.452 1.410 0.407
C 1.066 1.316 -0.518

Atomic partial charges in e from the Löwdin method, atoms 1 to 2: C -0.145; C -0.149

---

ORCA calculation (wB97M-V/def2-TZVPD) on 2 unconnected molecules or ions with the total composition C10H19NO3 at a distorted geometry.

As for the lowest unoccupied orbital energy: 0.6 eV. The SMILES is OCC1=CC[C@H](O)[C@@H]2CCC[C@@H]12.NO. The value obtained for the orbital gap is 9.712 eV. The calculation puts the HOMO energy at -9.14 eV.

Cartesian coordinates (Å):
C -1.804 -0.942 1.029
C -0.599 0.035 0.868
C -0.411 1.193 1.394
C 0.719 2.139 1.136
C 1.621 1.884 -0.130
C 1.674 0.306 -0.011
C 2.683 -0.520 -0.960
C 2.251 -1.995 -0.622
C 0.800 -1.843 0.102
C 0.382 -0.418 -0.154
H -1.958 -2.132 -0.493
H -1.563 -1.859 1.519
H -2.661 -0.399 1.619
H -1.056 1.520 2.210
H 1.473 2.097 2.015
H 0.406 3.223 1.232
H 2.614 2.238 0.206
H 0.792 3.079 -1.414
H 1.963 0.083 1.024
H 3.766 -0.431 -0.615
H 2.670 -0.274 -2.068
H 2.094 -2.608 -1.521
H 2.901 -2.491 0.099
H 0.083 -2.606 -0.423
H 0.938 -2.197 1.112
H -0.134 -0.301 -1.164
H -2.475 0.528 -1.006
H -4.178 -0.416 -1.396
H -4.510 0.344 0.125
N -4.390 0.510 -0.938
O -2.331 -1.317 -0.264
O 1.386 2.328 -1.439
O -3.148 1.245 -1.074

Forces on atoms 1 to 3 (eV/Å):
C -1.149 2.483 0.521
C -1.195 -2.861 -1.658
C -0.426 2.484 2.283

Atomic partial charges in e from the Löwdin method, atoms 1 to 2: C -0.144; C -0.209